Entry 1:
The following is a DFT calculation (ωB97M-V/def2-TZVPD) of a structure of composition CHNaO2 in a non-equilibrium geometry.

Cartesian coordinates (Å):
O 1.564 0.521 0.390
Na -1.891 -1.237 -0.668
O -0.598 0.839 0.075
C 0.526 1.138 0.360
H 0.399 -1.261 -0.157

Summary:
HOMO level (alpha / beta) = -7.14 / -7.14 eV
lowest unoccupied orbital energy (alpha / beta) = -0.914 / -0.915 eV
orbital gap (alpha / beta) = 6.223 / 6.229 eV
charge = 0
energy above the lowest of the compared OMol25 structures with the same formula, charge and spin = 2.044 eV

Atom-resolved charges from Löwdin, all expressed in e: 0.031, 0.527, -0.047, -0.515, 0.005



Entry 2:
The following is a DFT calculation (ωB97M-V/def2-TZVPD) of the molecule C18H31N3S.

Cartesian coordinates (Å):
H 1.655 -1.252 -1.393
C 0.370 -1.926 0.165
H -0.094 -4.073 3.352
H 4.173 3.839 0.298
H -1.911 -0.006 1.586
H -2.479 2.012 0.301
C -0.377 -1.438 1.153
H -2.077 -1.473 -0.922
S 3.244 6.089 -1.076
C 1.031 -3.277 0.215
H -2.544 -1.304 3.081
H -3.232 -0.212 -0.509
C 0.488 2.333 -2.583
H -0.879 -4.235 1.781
C 0.594 -1.192 -1.131
C -0.959 -0.050 1.059
H -0.784 4.005 -3.029
H 1.549 -4.787 1.668
C 1.194 -3.755 1.649
H 1.340 4.764 -2.424
H 2.004 -3.225 -0.280
H -1.039 2.601 -4.072
H -2.707 -2.560 1.848
C -1.178 0.427 -0.383
H 1.124 -1.429 3.440
C -1.618 1.892 -0.353
H 0.046 -1.718 -1.922
H -0.280 0.648 1.560
H -0.129 -2.014 4.539
C 0.174 0.277 -1.103
H -2.424 -0.175 -2.069
H -0.719 0.637 -3.051
N 1.417 2.770 -1.832
H 1.933 -3.137 2.161
C -0.152 -3.649 2.348
C 0.051 -1.480 3.607
C -2.157 -2.259 2.737
H -0.325 -0.467 3.718
C -0.649 -2.196 2.443
C 0.210 0.858 -2.528
H -0.817 2.529 0.016
H 3.087 2.622 -0.346
C -0.287 3.186 -3.552
H -1.902 2.233 -1.345
N 3.359 3.586 -0.233
H 1.015 0.357 -3.075
H -2.344 -2.991 3.521
C -2.291 -0.413 -1.017
H 0.424 -3.997 -0.346
C 2.793 4.504 -1.034
H 0.385 3.621 -4.294
N 1.780 4.069 -1.828
H 0.913 0.829 -0.514

Summary:
HOMO level = -8.10 eV
lowest unoccupied orbital energy = 0.579 eV
orbital gap = 8.675 eV
SMILES = C/C(C[C@@H]1CC2=C(CC1(C)C)C(C)(C)CCC2)=N\NC(N)=S
charge = 0

Löwdin atomic charge list, values in e, 6 entries: 0.124, -0.174, 0.118, 0.093, 0.113, 0.089



Entry 3:
The following is a DFT calculation (ωB97M-V/def2-TZVPD) of a cluster of 2 separate species, C2H9N2O in total in a non-equilibrium geometry.

Cartesian coordinates (Å):
N 2.163 0.753 -1.066
H -0.984 -0.534 -1.369
O -2.269 -0.775 2.253
H 0.694 -1.058 0.601
H 0.183 0.412 1.205
N -0.012 -0.320 0.544
H -2.619 0.128 2.612
H 2.617 -0.132 -1.604
C 0.853 0.770 -1.577
H -0.880 -0.658 1.112
C -0.214 0.152 -0.889
H -3.008 -1.265 2.292
H 2.767 1.482 -1.392
H 0.708 1.046 -2.723

Summary:
HOMO level = -14.10 eV
lowest unoccupied orbital energy = -3.466 eV
orbital gap = 10.632 eV
charge = +1
energy above the lowest of the compared OMol25 structures with the same formula, charge and spin = 3.212 eV

Löwdin atomic charge list, values in e, 6 entries: -0.002, 0.135, -0.018, 0.161, 0.145, 0.147



Entry 4:
The following is a DFT calculation (ωB97M-V/def2-TZVPD) of the molecule C11H8ClN5O2 in a non-equilibrium geometry.

Cartesian coordinates (Å):
C -0.486 0.762 0.282
C -1.440 1.564 0.885
H -3.776 2.026 -2.985
Cl -3.561 3.293 0.882
C -2.631 1.837 -1.214
H 0.029 -0.217 -1.610
O 2.668 -0.165 2.905
N 2.497 -3.384 -1.142
N 0.543 0.295 1.120
N 1.355 -1.617 -0.055
C -3.833 2.377 -1.959
H -4.753 1.995 -1.516
H -3.860 3.445 -1.960
C 3.326 -2.776 0.859
C -1.742 0.974 -1.808
H -1.935 0.700 -2.820
C -2.475 2.144 0.142
N 3.332 -2.039 2.025
C 2.450 -0.997 2.064
N 4.107 -3.729 0.453
O 3.605 -4.179 -0.770
C -0.665 0.453 -1.111
H 4.182 -1.987 2.596
H -1.363 1.829 1.930
C 1.410 -0.798 0.974
H 0.704 0.805 1.968
C 2.313 -2.612 -0.137

Summary:
HOMO level = -8.72 eV
lowest unoccupied orbital energy = -0.809 eV
orbital gap = 7.915 eV
SMILES = Cc1ccc(Nc2nc3nonc3[nH]c2=O)cc1Cl
charge = 0

Löwdin atomic charge list, values in e, 6 entries: -0.209, -0.048, 0.074, 0.693, -0.301, 0.095



For each record above, in turn, the calculated E_tot values are -9561.8198; -34475.4395; -7239.1437; -35602.8033 eV.